DFT (ωB97M-V/def2-TZVPD) results for the molecule C6H11N3O4S2.

- HOMO energy (eV) = -9.01
- gap between HOMO and LUMO (eV) = 8.98
- energy relative to the best compared isomer or geometry (same formula, charge and spin) (kcal per mole) = 0.0

The geometry in ORCA input format:
```
! wB97M-V def2-TZVPD RIJCOSX def2/J DEFGRID3
* xyz 0 1
C -0.392 -0.494 -0.031
O 2.590 -0.171 -1.103
C 1.578 -1.406 1.017
H -2.507 -3.139 1.229
H 0.194 -2.457 -0.355
H -1.204 1.771 -0.910
H 0.990 1.622 2.204
S -1.913 -0.819 0.967
H 1.022 0.540 -3.200
O 2.571 2.204 -0.867
O -3.018 -0.142 0.311
C 0.990 0.734 1.522
H 0.894 1.996 -2.779
H 2.235 -2.218 1.317
C 0.539 -1.596 0.177
C -0.573 2.004 -0.147
S 1.794 0.980 -1.033
H -2.823 -2.457 -0.184
N -2.116 -2.508 0.552
N 1.620 -0.317 1.877
O -1.684 -0.546 2.377
C 0.339 0.820 0.185
N 0.909 1.092 -2.394
H -1.224 2.024 0.698
H -0.090 3.042 -0.307
H -0.722 -0.559 -1.123
*
```